The following is a quantum chemistry calculation of 18 unconnected molecules or ions with the total composition C48H140N8O26, from the OMol25 dataset.

ORCA input file:
```
! RIJCOSX wB97M-V def2-TZVPD def2/J DEFGRID3
* xyz 0 1
O -8.5150 5.6724 -0.9178
H -8.3728 6.1767 -0.1167
H -9.3670 5.2551 -0.7905
O -7.1803 2.8578 -3.4420
H -7.7496 3.3204 -2.8272
H -6.6916 3.5514 -3.8850
O -5.0033 -2.4586 0.6461
H -5.2717 -3.0283 1.3670
H -4.1933 -2.0503 0.9517
O 2.2428 5.7477 3.0496
H 2.8828 6.2705 2.5665
H 1.7721 6.3830 3.5890
O -2.5110 -2.2583 4.6811
H -1.7515 -1.6824 4.7689
H -3.1988 -1.8275 5.1886
O 2.5164 3.0988 5.0925
H 1.7206 3.0601 4.5620
H 2.8680 3.9749 4.9340
O -0.7258 2.1329 -4.1940
H -0.5939 2.2196 -5.1381
H -0.4344 1.2439 -3.9916
O -6.8204 -0.8938 3.9051
H -6.6664 0.0023 3.6061
H -7.7448 -0.9085 4.1533
O 0.4158 -0.1487 4.2091
H 1.3354 -0.2621 4.4494
H 0.4229 0.5517 3.5567
O -6.1972 0.3556 -1.4391
H -5.8961 0.9511 -0.7529
H -6.4935 0.9316 -2.1438
C -7.3113 5.0141 5.3802
O -7.6446 6.2790 4.8061
C -8.6863 6.1748 3.8236
C -8.9411 7.4908 3.1199
N -8.0260 7.8358 2.0935
C -6.6641 8.1727 2.6283
C -5.7144 8.3328 1.4695
O -4.3579 8.3810 2.0395
C -3.4482 8.1312 1.0353
H -8.0615 4.5878 6.0462
H -6.4047 5.0117 5.9853
H -7.2730 4.2986 4.5588
H -9.5900 5.8612 4.3461
H -8.5013 5.3901 3.0900
H -9.0825 8.2614 3.8777
H -9.8743 7.3485 2.5750
H -8.3162 8.7945 1.9635
H -6.2098 7.3544 3.1869
H -6.7045 9.1152 3.1745
H -5.7941 9.2875 0.9496
H -5.9299 7.6307 0.6641
H -2.4326 7.9287 1.3755
H -3.3439 9.0362 0.4368
H -3.5766 7.3000 0.3421
C -1.3989 -3.3000 -1.7742
O -1.6071 -3.9421 -3.0752
C -0.9725 -5.2117 -3.2093
C -1.6518 -6.3804 -2.5251
N -1.5495 -6.5783 -1.1056
C -2.2247 -7.8347 -0.8963
C -2.0808 -8.2934 0.6157
O -0.9052 -9.2176 0.6651
C -0.1384 -9.3222 1.8766
H -2.0025 -2.3965 -1.8600
H -0.3446 -3.0476 -1.6607
H -1.8913 -3.7704 -0.9230
H 0.1064 -5.3091 -3.0887
H -1.0601 -5.2972 -4.2924
H -1.3121 -7.3366 -2.9230
H -2.6955 -6.1755 -2.7633
H -0.6069 -6.8696 -0.8894
H -1.6640 -8.6459 -1.3608
H -3.2884 -7.9337 -1.1124
H -2.9203 -8.8968 0.9609
H -2.0045 -7.4913 1.3500
H 0.3226 -8.3986 2.2269
H 0.7020 -10.0142 1.8213
H -0.6732 -9.8295 2.6796
C 2.5173 -5.3495 3.6207
O 2.9344 -5.5718 2.3412
C 2.3076 -4.9996 1.2218
C 2.9968 -5.4230 -0.1211
N 2.6937 -6.7625 -0.5846
C 3.5192 -6.9979 -1.7808
C 4.1600 -8.4567 -1.5797
O 4.7934 -8.5825 -0.2969
C 5.1621 -9.9078 -0.0020
H 1.4992 -5.7367 3.5784
H 2.4501 -4.2830 3.8356
H 3.0801 -5.9582 4.3284
H 2.4907 -3.9445 1.4249
H 1.2445 -5.2340 1.1670
H 4.0655 -5.2123 -0.0824
H 2.8029 -4.7154 -0.9272
H 3.1790 -7.2529 0.1531
H 4.4093 -6.3689 -1.7910
H 2.9841 -6.8786 -2.7229
H 4.7190 -8.7569 -2.4659
H 3.2511 -9.0569 -1.5383
H 4.4290 -10.6333 0.3507
H 5.8839 -9.7473 0.7988
H 5.9265 -10.2997 -0.6728
C 2.3904 3.3001 -0.5344
O 2.2298 2.1779 0.2678
C 1.0550 1.4154 0.1309
C -0.2203 2.2864 0.3775
N -0.3762 2.7283 1.7874
C -1.6205 3.2062 2.3126
C -2.6867 2.1167 2.1696
O -3.5532 2.1684 1.0401
C -4.6735 2.9634 1.3056
H 1.6495 3.3124 -1.3338
H 3.3713 3.2751 -1.0090
H 2.3413 4.3059 -0.1171
H 1.1774 0.4788 0.6749
H 0.9041 0.9688 -0.8519
H -1.0830 1.7937 -0.0709
H -0.1832 3.1406 -0.2986
H 0.3028 3.4726 1.8594
H -1.9836 4.0716 1.7580
H -1.5326 3.5887 3.3295
H -3.2692 1.9589 3.0773
H -2.2519 1.1196 2.1011
H -4.4226 3.8792 1.8408
H -5.4210 2.3954 1.8594
H -5.1377 3.2476 0.3613
C -9.6381 -3.1910 13.4659
O -9.7812 -2.6534 12.1344
C -9.5682 -3.6839 11.1141
C -9.3708 -3.1281 9.7187
N -8.1534 -2.3449 9.7266
C -8.0064 -1.7428 8.3672
C -6.9597 -0.5144 8.3321
O -5.6092 -0.8771 8.2365
C -4.7989 0.3000 8.2970
H -8.6547 -3.6077 13.6837
H -10.3894 -3.9735 13.3595
H -9.9038 -2.4631 14.2325
H -10.3477 -4.4458 11.1192
H -8.6958 -4.2154 11.4941
H -10.1967 -2.5347 9.3265
H -9.2803 -4.0413 9.1305
H -8.2107 -1.6050 10.4118
H -8.9950 -1.4073 8.0539
H -7.6767 -2.4223 7.5813
H -6.9891 0.0339 9.2737
H -7.2971 0.1715 7.5551
H -5.0894 1.2002 7.7553
H -3.7777 0.0517 8.0078
H -4.8303 0.5731 9.3518
C 7.7593 0.6365 0.5203
O 7.6880 0.2815 -0.8745
C 8.2801 -0.9324 -1.1980
C 7.1074 -2.0325 -1.3214
N 7.5731 -3.3733 -1.7820
C 8.4409 -4.1196 -0.8717
C 8.9464 -5.4094 -1.5397
O 9.7337 -5.1847 -2.6930
C 10.8760 -4.3535 -2.6567
H 7.3620 1.5912 0.8649
H 8.7889 0.5920 0.8755
H 7.2862 -0.1427 1.1178
H 8.9538 -1.2511 -0.4026
H 8.8960 -0.9291 -2.0973
H 6.3674 -1.5282 -1.9428
H 6.6321 -1.9408 -0.3447
H 8.0660 -3.3037 -2.6608
H 7.8931 -4.4968 -0.0082
H 9.3318 -3.6025 -0.5154
H 8.1926 -6.1685 -1.7487
H 9.6410 -5.9125 -0.8671
H 10.5716 -3.3851 -3.0537
H 11.5624 -4.8372 -3.3516
H 11.2422 -4.3711 -1.6302
C 7.6037 4.4002 -7.0737
O 8.5407 5.4150 -6.8316
C 9.7571 4.7840 -6.6118
C 10.3267 5.4635 -5.3248
N 9.3939 5.0078 -4.2875
C 9.3686 5.8524 -3.1232
C 8.0707 5.6798 -2.4996
O 6.9156 6.4681 -2.9521
C 6.4694 6.0334 -4.2322
H 7.8393 3.7500 -7.9163
H 6.5721 4.7196 -7.2216
H 7.5138 3.6135 -6.3246
H 10.4520 4.9999 -7.4234
H 9.7912 3.7087 -6.4365
H 10.2666 6.5497 -5.3922
H 11.3200 5.0855 -5.0830
H 8.5688 5.1106 -4.8608
H 9.5903 6.9070 -3.2865
H 10.0937 5.4998 -2.3898
H 8.2428 5.9966 -1.4710
H 7.6806 4.6803 -2.3076
H 7.0585 6.3801 -5.0812
H 5.5257 6.5681 -4.3409
H 6.3246 4.9613 -4.3652
C 3.4862 0.8407 -5.6912
O 2.1462 0.3797 -6.0193
C 2.1358 -0.3179 -7.2152
C 0.7316 -0.2564 -7.8856
N 0.5844 0.6112 -9.0750
C -0.8025 0.4839 -9.5102
C -1.0441 1.4385 -10.7089
O -1.5142 2.7228 -10.2517
C -2.1155 3.6445 -11.1630
H 4.2691 0.0956 -5.8319
H 3.4423 1.0549 -4.6233
H 3.8433 1.7684 -6.1383
H 2.4880 -1.3360 -7.0496
H 2.7978 0.1678 -7.9321
H -0.0326 0.0448 -7.1691
H 0.4481 -1.2896 -8.0863
H 0.5414 1.5497 -8.7042
H -1.4590 0.8694 -8.7302
H -1.0856 -0.5153 -9.8413
H -1.7344 0.9835 -11.4193
H -0.1215 1.5456 -11.2793
H -2.9050 3.0777 -11.6565
H -1.3877 4.0722 -11.8525
H -2.5237 4.4174 -10.5118
*
```

As for the LUMO energy: 0.074 eV. The calculation puts the strongest force on any atom at 4.30 eV/Å. For the relative energy (zero: lowest compared OMol25 entry of this formula, charge and spin), the calculation gives 189.4 kcal per mole. For the energy, the calculation gives -117182.9427 eV. Its gap between HOMO and LUMO is 8.6 eV.

Here are the Mulliken charges for atoms 1 to 2, given in e: O -0.637; H 0.294

The following is a quantum chemistry calculation of a single C20H22N2O2 molecule, from the OMol25 dataset.

ORCA input file:
```
! RIJCOSX wB97M-V def2-TZVPD def2/J DEFGRID3
* xyz 0 1
C 0.8454 5.0693 -1.4173
C 1.1984 3.7631 -0.7733
C 0.6976 3.4165 0.4744
C 1.0386 2.2075 1.0552
C 1.8758 1.3275 0.3931
C 2.3858 1.6525 -0.8586
C 3.2474 0.6803 -1.6135
C 2.4214 -0.0433 -2.6911
N 1.2883 -0.7227 -2.1146
C 1.2131 -2.0710 -1.9996
O 2.0313 -2.8216 -2.4927
C 0.0151 -2.5560 -1.2498
C -0.6052 -3.7250 -1.6730
C -1.7121 -4.1949 -0.9903
C -2.1988 -3.5237 0.1156
C -1.5657 -2.3658 0.5691
N -2.0310 -1.6787 1.6976
C -1.5681 -0.3360 2.0055
C -2.5624 0.1675 3.0521
C -2.9974 -1.1155 3.7467
C -2.8396 -2.1859 2.6774
O -3.3318 -3.2878 2.7135
C -0.4575 -1.8864 -0.1272
C 2.0387 2.8703 -1.4263
H 0.2581 5.6898 -0.7455
H 1.7475 5.6119 -1.6953
H 0.2674 4.8994 -2.3255
H 0.0437 4.0985 0.9984
H 0.6524 1.9556 2.0327
H 2.1491 0.3875 0.8523
H 3.6620 -0.0623 -0.9303
H 4.0715 1.2024 -2.1019
H 2.0680 0.6777 -3.4354
H 3.0288 -0.8054 -3.1839
H 0.5898 -0.1459 -1.6739
H -0.2100 -4.2450 -2.5314
H -2.2063 -5.0961 -1.3202
H -3.0559 -3.9039 0.6443
H -1.5637 0.2849 1.1067
H -0.5515 -0.3714 2.4176
H -2.1128 0.8907 3.7293
H -3.4157 0.6365 2.5609
H -4.0182 -1.0952 4.1222
H -2.3355 -1.3726 4.5767
H 0.0673 -1.0118 0.2253
H 2.4368 3.1346 -2.3964
*
```

As for the LUMO energy: 0.539 eV. The calculation puts the strongest force on any atom at 0.54 eV/Å. For the relative energy (zero: lowest compared OMol25 entry of this formula, charge and spin), the calculation gives 2.4 kcal per mole. As for the SMILES: Cc1cccc(CCNC(=O)c2cccc(N3CCCC3=O)c2)c1. For the energy, the calculation gives -28174.0375 eV. Its gap between HOMO and LUMO is 9.1 eV.

Here are the natural (NBO) charges for atoms 1 to 2, given in e: C -0.628; C -0.004